{
  "formula": "C2H3N3O3",
  "method": "wB97M-V/def2-TZVPD",
  "charge": 0,
  "de_lowest_ev": 7.0135,
  "homo_lumo_gap_ev": 9.31,
  "symbols": ["C", "C", "H", "H", "H", "N", "N", "N", "O", "O", "O"],
  "xyz": [[-0.4370, -0.3951, -0.0057], [2.1368, 0.4042, -0.1039], [-2.3552, 1.3421, 0.4978], [-2.3470, -1.4994, -0.0568], [3.2376, 0.8716, -0.1953], [-1.8605, -0.6331, 0.1598], [0.6171, -1.1615, -0.1852], [1.1056, 1.2525, -0.1600], [-2.6824, 0.3881, -0.2419], [1.8638, -0.8681, 0.1533], [-0.1526, 0.8581, 0.3023]],
  "forces_ev_per_a": [[2.193, -1.599, 0.604], [-2.313, 3.877, 0.406], [-1.626, -4.416, -3.374], [0.955, 0.010, -0.093], [-2.814, -1.627, -0.046], [2.750, -0.689, 0.105], [-7.111, -3.617, -1.687], [4.360, 0.619, -0.530], [1.198, 5.302, 2.917], [3.001, 1.083, 1.115], [-0.593, 1.056, 0.582]],
  "nbo_charge": [0.621, 0.333, 0.480, 0.401, 0.235, -0.334, -0.293, -0.228, -0.523, -0.313, -0.380]
}